1.
The following is a quantum chemistry calculation of a molecular structure, C28H65As2Cl2KN4S2Si4, from OMol25.

Summary:
LUMO level = -0.04 eV
ΔE to the lowest compared entry with this formula, charge and spin = 0.015 eV
HOMO-LUMO gap = 5.6762 eV
HOMO energy = -5.72 eV
Calculated total energy = -252282.2277 eV

Geometry as XYZ:
```
108
C28H65As2Cl2KN4S2Si4 ωB97M-V with the def2-TZVPD basis set
K -0.41 0.01 -0.99
C -2.62 -2.82 -1.91
C -2.53 -2.63 -0.39
N -1.20 -2.19 0.01
C -0.15 -3.19 0.12
C 0.49 -3.67 -1.20
S 0.93 -2.39 -2.43
C -0.17 -2.81 -3.81
C -1.47 -1.99 -3.92
N -2.03 -1.68 -2.61
H -3.66 -3.00 -2.19
H -2.07 -3.72 -2.20
H -2.83 -3.57 0.10
H -3.24 -1.86 -0.10
H -1.27 -1.75 0.93
H -0.50 -4.09 0.64
H 0.64 -2.74 0.72
H -0.13 -4.40 -1.71
H 1.42 -4.18 -0.94
H -0.37 -3.88 -3.74
H 0.41 -2.67 -4.72
H -2.16 -2.55 -4.57
H -1.25 -1.05 -4.41
H -2.72 -0.95 -2.71
C -4.11 1.76 -3.39
As -3.13 1.57 -1.71
C -3.29 3.46 -1.19
C -4.61 0.93 -0.57
C -5.91 0.78 -1.05
C -6.95 0.43 -0.21
C -6.72 0.23 1.14
C -5.42 0.36 1.63
C -4.36 0.69 0.79
As -2.53 0.79 1.51
C -2.78 2.38 2.63
C -2.74 -0.56 2.92
H -4.98 2.41 -3.27
H -4.44 0.79 -3.77
H -3.44 2.20 -4.12
H -4.34 3.73 -1.10
H -2.82 4.07 -1.96
H -2.78 3.65 -0.25
H -6.12 0.94 -2.10
H -7.95 0.32 -0.61
H -7.53 -0.02 1.81
H -5.25 0.19 2.69
H -3.62 2.23 3.31
H -2.98 3.25 2.00
H -1.88 2.57 3.21
H -3.36 -0.19 3.73
H -1.76 -0.80 3.32
H -3.19 -1.46 2.51
Cl -0.03 3.04 -1.00
C 1.72 2.95 -1.29
Cl 2.17 1.37 -1.95
H 2.23 3.08 -0.35
H 1.98 3.72 -2.01
C 0.34 0.45 4.55
Si 1.42 -0.92 3.80
C 2.70 -1.32 5.13
C 0.37 -2.51 3.71
Si 2.07 -0.26 1.67
Si 3.19 1.70 2.24
C 4.12 1.79 3.87
C 4.48 2.16 0.94
C 1.94 3.13 2.34
Si 3.89 -1.67 1.31
C 3.45 -3.49 1.59
C 5.45 -1.40 2.32
C 4.43 -1.53 -0.50
H -0.32 0.09 5.35
H -0.28 0.92 3.78
H 0.98 1.23 4.97
H 2.22 -1.54 6.09
H 3.39 -0.48 5.27
H 3.30 -2.19 4.84
H -0.12 -2.73 4.67
H 1.02 -3.36 3.46
H -0.40 -2.46 2.94
H 4.84 0.98 3.97
H 3.43 1.72 4.72
H 4.66 2.74 3.96
H 5.38 1.54 1.09
H 4.79 3.21 1.02
H 4.15 1.96 -0.09
H 1.48 3.14 3.34
H 1.12 3.03 1.62
H 2.42 4.11 2.19
H 3.12 -3.66 2.62
H 4.32 -4.14 1.40
H 2.63 -3.83 0.93
H 5.23 -1.43 3.39
H 5.89 -0.41 2.11
H 6.20 -2.16 2.10
H 3.61 -1.79 -1.18
H 5.28 -2.19 -0.73
H 4.73 -0.50 -0.72
C 2.16 3.10 -6.88
N 0.96 2.91 -6.08
C 0.75 1.84 -5.29
N 1.78 0.98 -5.18
S -0.71 1.61 -4.46
H 2.04 4.01 -7.47
H 2.32 2.27 -7.57
H 3.05 3.23 -6.26
H 0.17 3.51 -6.20
H 2.70 1.23 -5.49
H 1.71 0.29 -4.45
```

Mulliken population analysis, charges in e, atoms 1 to 2: 1.395, -1.231



2.
The following is a quantum chemistry calculation of C15H22FN3S in the gas phase, from OMol25.

Summary:
LUMO level = 0.66 eV
ΔE to the lowest compared entry with this formula, charge and spin = 0.000 eV
HOMO-LUMO gap = 8.5057 eV
SMILES = NCCCC[C@H]1CNC(=S)N1CCc1cccc(F)c1
HOMO energy = -7.85 eV
Calculated total energy = -33935.9565 eV

Geometry as XYZ:
```
42
C15H22FN3S ωB97M-V with the def2-TZVPD basis set
N 0.72 4.36 -3.46
C 1.83 3.42 -3.40
C 1.38 2.11 -2.76
C 0.91 2.33 -1.33
C 0.19 1.12 -0.73
C 1.10 -0.09 -0.55
C 2.26 0.16 0.43
N 2.33 -1.09 1.15
C 1.20 -1.83 0.99
S 0.89 -3.23 1.77
N 0.42 -1.23 0.06
C -0.71 -1.88 -0.55
C -2.06 -1.41 0.03
C -2.13 -1.71 1.50
C -1.66 -0.80 2.43
C -1.66 -1.11 3.78
C -2.13 -2.33 4.22
C -2.61 -3.22 3.28
F -3.10 -4.41 3.70
C -2.61 -2.94 1.93
H 0.00 4.00 -4.07
H 1.03 5.25 -3.82
H 2.27 3.21 -4.39
H 2.61 3.88 -2.78
H 2.22 1.41 -2.79
H 0.57 1.69 -3.36
H 1.76 2.61 -0.71
H 0.22 3.18 -1.34
H -0.64 0.85 -1.39
H -0.22 1.40 0.24
H 1.49 -0.40 -1.54
H 2.03 0.99 1.11
H 3.20 0.37 -0.08
H 2.91 -1.21 1.96
H -0.60 -2.96 -0.35
H -0.68 -1.71 -1.63
H -2.18 -0.34 -0.14
H -2.85 -1.94 -0.50
H -1.29 0.16 2.10
H -1.28 -0.39 4.50
H -2.14 -2.59 5.27
H -2.98 -3.68 1.24
```

Mulliken population analysis, charges in e, atoms 1 to 2: -0.516, -0.783